[1]
This record from the OMol25 dataset describes C29H29AsMnN6O5S2 as an isolated structure. The level of theory is the ωB97M-V functional and the def2-TZVPD basis.

<S²> ... 8.755
ΔE to the lowest compared entry with this formula, charge and spin ... 0.00 kJ/mol
2S+1 ... 6
Net charge ... 0
E_LUMO (alpha / beta) ... -0.68 / -0.69 eV
Maximum force ... 0.0132 Eh/bohr
E_tot ... -163551.016 eV

Atoms and positions in Å:
Mn: 1.581 -0.451 1.518
N: 2.166 -0.794 3.912
N: 3.530 -0.899 4.201
C: 4.478 -0.665 3.260
N: 5.741 -0.673 3.726
S: 4.184 -0.419 1.627
H: 1.748 -0.013 4.413
H: 1.684 -1.667 4.120
H: 3.806 -0.953 5.174
H: 5.965 -0.945 4.669
H: 6.490 -0.599 3.061
C: 0.253 -3.292 2.214
O: 0.669 -2.105 1.660
H: 1.090 -3.872 2.641
H: -0.219 -3.945 1.462
H: -0.491 -3.150 3.015
O: -5.399 2.736 0.475
S: -5.677 4.142 0.223
O: -6.442 4.807 1.255
O: -6.036 4.453 -1.141
C: -4.041 4.906 0.395
N: -3.875 6.184 0.058
C: -2.658 6.679 0.163
C: -1.556 5.940 0.597
C: -1.844 4.632 0.949
N: -3.078 4.131 0.851
C: -0.827 3.626 1.407
C: -1.297 2.457 2.015
C: -0.396 1.459 2.307
N: 0.922 1.558 2.039
C: 1.379 2.702 1.508
C: 0.544 3.760 1.196
H: -2.534 7.720 -0.116
H: -0.573 6.377 0.658
H: -2.353 2.332 2.188
H: -0.741 0.519 2.737
H: 2.442 2.745 1.302
H: 0.963 4.642 0.734
O: 1.718 -0.264 -0.550
As: 0.670 -1.284 -1.396
C: 0.786 -0.802 -3.241
C: 1.737 0.131 -3.630
C: 1.827 0.492 -4.968
C: 0.972 -0.074 -5.899
C: 0.017 -1.001 -5.505
C: -0.080 -1.366 -4.172
C: 1.166 -3.120 -1.238
C: 0.356 -4.116 -1.772
C: 0.737 -5.446 -1.659
C: 1.923 -5.772 -1.021
C: 2.732 -4.773 -0.498
C: 2.356 -3.444 -0.601
C: -1.141 -0.985 -0.881
C: -1.961 -1.987 -0.375
C: -3.278 -1.690 -0.056
C: -3.777 -0.409 -0.254
C: -2.957 0.587 -0.761
C: -1.632 0.305 -1.059
H: 2.394 0.569 -2.888
H: 2.563 1.220 -5.280
H: 1.042 0.215 -6.939
H: -0.657 -1.430 -6.232
H: -0.843 -2.071 -3.865
H: -0.570 -3.870 -2.276
H: 0.107 -6.223 -2.069
H: 2.219 -6.807 -0.930
H: 3.659 -5.031 -0.004
H: 2.982 -2.660 -0.181
H: -1.578 -2.986 -0.212
H: -3.921 -2.466 0.339
H: -4.804 -0.167 -0.023
H: -3.370 1.575 -0.909
H: -0.992 1.087 -1.464

***

[2]
This record from the OMol25 dataset describes C29H29BaBrN6O7S2 as an isolated structure. The level of theory is the ωB97M-V functional and the def2-TZVPD basis.

ΔE to the lowest compared entry with this formula, charge and spin ... 112.66 kJ/mol
2S+1 ... 1
Net charge ... -2
E_LUMO ... 3.72 eV
Maximum force ... 0.0880 Eh/bohr
E_tot ... -146227.375 eV

Atoms and positions in Å:
Ba: -0.637 0.071 0.187
O: -1.815 2.143 3.185
C: -2.078 1.691 2.086
O: -2.242 0.446 1.764
C: -2.292 2.729 0.888
C: -2.899 2.143 -0.426
C: -3.395 3.269 -1.337
C: -2.076 3.850 -1.918
C: -1.023 3.022 -1.194
O: -1.714 1.720 -1.195
C: -0.954 3.430 0.322
C: 0.419 3.031 1.002
O: 1.078 3.908 1.527
O: 0.737 1.786 0.839
H: -2.962 3.480 1.310
H: -3.572 1.292 -0.260
H: -4.026 2.865 -2.129
H: -3.969 4.009 -0.776
H: -2.013 3.683 -2.993
H: -1.956 4.916 -1.718
H: -0.048 2.945 -1.663
H: -1.018 4.516 0.398
O: 2.562 -2.840 -2.410
C: 3.606 -1.998 -2.527
C: 4.535 -2.213 -3.543
C: 5.624 -1.363 -3.676
C: 5.796 -0.289 -2.817
C: 4.855 -0.079 -1.812
C: 3.768 -0.917 -1.640
C: 2.761 -0.709 -0.517
O: 1.507 -1.114 -0.832
N: 3.331 -1.516 0.653
N: 2.808 -1.156 1.919
C: 1.685 -1.593 2.326
C: 0.762 -2.665 1.822
Br: -0.757 -2.858 2.983
C: 0.991 -3.517 0.831
C: 0.247 -4.732 0.450
C: -0.259 -4.818 -0.844
C: -0.963 -5.943 -1.248
C: -1.135 -7.004 -0.371
C: -0.610 -6.934 0.912
C: 0.073 -5.799 1.324
H: 1.951 -2.384 -1.737
H: 4.380 -3.049 -4.212
H: 6.337 -1.540 -4.474
H: 6.632 0.388 -2.934
H: 4.941 0.777 -1.150
H: 2.781 0.353 -0.217
H: 4.296 -1.203 0.704
H: 1.416 -1.232 3.315
H: 1.842 -3.239 0.215
H: -0.135 -3.985 -1.521
H: -1.391 -5.960 -2.241
H: -1.689 -7.881 -0.685
H: -0.744 -7.760 1.601
H: 0.474 -5.730 2.327
C: 1.815 6.177 -4.371
C: 1.381 4.996 -5.224
C: 1.413 3.697 -4.465
N: 2.231 3.491 -3.493
N: 2.098 2.222 -2.912
C: 1.153 1.541 -3.505
N: 0.796 0.274 -3.183
S: 0.377 2.369 -4.791
H: 1.743 7.106 -4.940
H: 2.842 6.054 -4.031
H: 1.197 6.265 -3.479
H: 2.033 4.904 -6.099
H: 0.371 5.159 -5.612
H: 1.062 -0.202 -2.299
H: -0.093 -0.037 -3.541
S: -3.918 -3.513 -2.237
C: -2.703 -2.532 -1.531
N: -1.864 -1.866 -1.085

***

[3]
This record from the OMol25 dataset describes C29H29BrDyF3N2O3SSi as an isolated structure. The level of theory is the ωB97M-V functional and the def2-TZVPD basis.

<S²> ... 9.327
ΔE to the lowest compared entry with this formula, charge and spin ... 58.82 kJ/mol
2S+1 ... 6
Net charge ... 0
E_LUMO (alpha / beta) ... -0.38 / -0.38 eV
Maximum force ... 0.0773 Eh/bohr
E_tot ... -160659.676 eV

Atoms and positions in Å:
Dy: -0.837 -0.076 -0.856
C: -4.651 -1.112 0.461
C: -4.296 0.319 0.231
C: -5.312 1.275 0.425
C: -5.019 2.643 0.288
C: -3.635 2.982 0.166
C: -2.665 1.951 -0.180
N: -3.006 0.631 0.058
N: -1.382 2.164 -0.533
Si: -0.587 3.737 -0.926
C: -0.219 4.734 0.676
C: 0.913 3.528 -1.960
C: -1.684 4.928 -1.886
H: -4.181 -1.723 -0.250
H: -5.772 -1.319 0.399
H: -4.457 -1.582 1.453
H: -6.303 0.895 0.563
H: -5.821 3.351 0.508
H: -3.260 4.077 0.156
H: 0.721 4.362 1.087
H: -0.978 4.662 1.423
H: -0.067 5.778 0.397
H: 0.760 3.754 -2.991
H: 1.255 2.459 -1.954
H: 1.756 4.219 -1.616
H: -0.989 5.344 -2.701
H: -2.045 5.722 -1.284
H: -2.518 4.490 -2.429
Br: -2.204 -5.715 3.468
C: -1.875 -4.208 2.416
C: -1.357 -3.053 2.963
C: -0.875 -2.024 2.130
C: -1.119 -2.091 0.750
C: -1.690 -3.219 0.169
C: -2.075 -4.245 1.050
H: -1.170 -3.018 4.095
H: -0.310 -1.234 2.636
H: -1.877 -3.314 -0.908
H: -2.493 -5.214 0.669
F: -3.287 -1.465 -4.846
C: -1.959 -1.388 -4.677
F: -1.304 -0.596 -5.588
F: -1.455 -2.623 -4.797
C: -1.727 -0.824 -3.262
O: -2.144 -1.560 -2.312
O: -1.008 0.282 -3.063
O: 1.355 -0.026 -0.527
S: 2.211 0.165 0.791
C: 3.947 0.389 0.245
C: 4.924 0.472 1.238
C: 6.249 0.574 0.806
C: 6.553 0.629 -0.617
C: 5.494 0.548 -1.540
C: 4.191 0.366 -1.102
C: 2.490 -1.499 1.376
C: 2.866 -2.573 0.553
C: 3.049 -3.839 1.180
C: 2.895 -4.041 2.517
C: 2.653 -2.947 3.362
C: 2.455 -1.702 2.802
H: 4.704 0.538 2.262
H: 7.123 0.602 1.526
H: 7.559 0.812 -0.949
H: 5.733 0.677 -2.570
H: 3.324 0.164 -1.774
H: 3.114 -2.435 -0.483
H: 3.203 -4.689 0.478
H: 3.096 -5.017 2.982
H: 2.751 -2.986 4.384
H: 2.265 -0.865 3.441

***

[4]
This record from the OMol25 dataset describes C29H29BrN2O5PRu as an isolated structure. The level of theory is the ωB97M-V functional and the def2-TZVPD basis.

<S²> ... 8.761
ΔE to the lowest compared entry with this formula, charge and spin ... 113.41 kJ/mol
2S+1 ... 6
Net charge ... +2
E_LUMO (alpha / beta) ... -5.56 / -8.44 eV
Maximum force ... 0.0089 Eh/bohr
E_tot ... -125655.753 eV

Atoms and positions in Å:
Ru: -0.014 0.097 -1.070
C: -2.465 -1.200 -3.376
O: -1.980 -0.259 -2.402
C: -2.933 0.720 -1.986
C: -2.327 2.038 -2.375
O: -1.048 2.101 -1.710
C: -0.336 3.298 -2.103
H: -2.966 -0.658 -4.179
H: -3.152 -1.903 -2.904
H: -1.605 -1.721 -3.785
H: -3.058 0.643 -0.901
H: -3.907 0.563 -2.447
H: -2.932 2.895 -2.071
H: -2.157 2.075 -3.454
H: -1.010 4.150 -2.022
H: 0.010 3.195 -3.133
H: 0.502 3.425 -1.429
O: 2.759 -2.049 -1.211
N: 2.271 -1.251 -0.186
C: 2.645 -1.730 0.933
C: 2.440 -1.111 2.243
C: 3.306 -1.547 3.247
C: 3.332 -0.933 4.489
C: 2.500 0.146 4.743
C: 1.616 0.577 3.766
C: 1.563 -0.060 2.528
P: 0.370 0.611 1.367
C: 1.093 2.204 0.879
C: 0.648 3.433 1.377
C: 1.347 4.589 1.072
C: 2.476 4.536 0.259
C: 2.918 3.323 -0.246
C: 2.236 2.154 0.069
C: -1.207 0.868 2.182
C: -1.545 0.174 3.344
C: -2.805 0.334 3.899
C: -3.733 1.171 3.297
C: -3.408 1.851 2.128
C: -2.153 1.695 1.565
H: 2.438 -1.637 -2.024
H: 3.249 -2.635 0.913
H: 3.981 -2.367 3.040
H: 4.013 -1.287 5.249
H: 2.530 0.648 5.700
H: 0.959 1.412 3.979
H: -0.224 3.481 2.015
H: 1.020 5.536 1.480
H: 3.018 5.445 0.034
H: 3.804 3.279 -0.865
H: 2.648 1.198 -0.244
H: -0.836 -0.495 3.814
H: -3.062 -0.199 4.804
H: -4.713 1.295 3.737
H: -4.132 2.505 1.663
H: -1.899 2.244 0.664
Br: 1.570 -6.039 -5.241
C: 0.581 -5.411 -3.776
C: -0.263 -6.276 -3.078
N: -0.992 -5.903 -2.034
C: -0.903 -4.645 -1.633
C: -0.090 -3.708 -2.266
C: 0.671 -4.095 -3.370
C: -0.054 -2.338 -1.772
O: -0.606 -1.986 -0.691
O: 0.541 -1.398 -2.444
H: -0.346 -7.313 -3.384
H: -1.502 -4.360 -0.776
H: 1.307 -3.394 -3.892

***

[5]
This record from the OMol25 dataset describes a 5-piece molecular cluster, C29H29FN6O12S overall. The level of theory is the ωB97M-V functional and the def2-TZVPD basis.

2S+1 ... 1
Net charge ... 0
E_LUMO ... -0.74 eV
Maximum force ... 0.0519 Eh/bohr
E_tot ... -77591.526 eV

Atoms and positions in Å:
C: -2.871 -3.373 2.780
C: -2.694 -2.452 1.557
O: -3.542 -2.772 0.465
C: -4.835 -2.225 0.581
C: -5.796 -3.422 0.761
N: -7.219 -3.076 0.734
O: -8.057 -4.186 0.933
C: -8.063 -4.628 2.189
N: -7.985 -4.859 3.314
S: -7.656 -1.770 1.711
O: -9.073 -1.705 1.827
O: -6.892 -1.719 2.917
F: -7.206 -0.547 0.828
H: -2.470 -2.908 3.685
H: -3.911 -3.628 2.988
H: -2.268 -4.267 2.618
H: -2.766 -1.416 1.878
H: -1.671 -2.592 1.204
H: -5.096 -1.731 -0.361
H: -4.869 -1.518 1.411
H: -5.617 -4.081 -0.092
H: -5.497 -3.977 1.657
O: -2.397 -6.028 4.372
N: -2.541 -5.496 5.454
O: -1.732 -4.751 5.966
C: -3.784 -5.766 6.188
C: -4.715 -6.632 5.642
C: -5.879 -6.897 6.345
C: -6.099 -6.295 7.577
C: -5.158 -5.422 8.107
C: -3.991 -5.153 7.411
H: -4.543 -7.098 4.683
H: -6.614 -7.574 5.933
H: -7.007 -6.507 8.126
H: -5.333 -4.952 9.065
H: -3.258 -4.476 7.822
O: -1.352 0.194 1.308
N: -1.128 1.073 0.495
O: -1.360 2.249 0.679
C: -0.545 0.686 -0.795
C: -0.301 -0.652 -1.054
C: 0.231 -1.012 -2.281
C: 0.517 -0.037 -3.229
C: 0.274 1.302 -2.951
C: -0.261 1.670 -1.727
H: -0.523 -1.409 -0.318
H: 0.422 -2.054 -2.499
H: 0.930 -0.322 -4.188
H: 0.499 2.058 -3.687
H: -0.452 2.711 -1.513
O: 1.670 4.018 -3.254
N: 2.833 4.349 -3.387
O: 3.286 4.880 -4.378
C: 3.747 4.081 -2.271
C: 3.264 3.442 -1.141
C: 4.136 3.172 -0.099
C: 5.471 3.543 -0.195
C: 5.938 4.191 -1.332
C: 5.073 4.462 -2.379
H: 2.226 3.153 -1.067
H: 3.774 2.668 0.787
H: 6.151 3.326 0.618
H: 6.976 4.480 -1.405
H: 5.434 4.963 -3.264
O: 8.446 4.306 -3.453
N: 7.975 4.363 -4.573
O: 7.143 3.594 -5.007
C: 8.443 5.435 -5.459
C: 9.417 6.308 -5.007
C: 9.870 7.306 -5.854
C: 9.346 7.422 -7.135
C: 8.363 6.543 -7.571
C: 7.906 5.540 -6.730
H: 9.824 6.217 -4.010
H: 10.635 7.992 -5.517
H: 9.706 8.199 -7.797
H: 7.954 6.637 -8.567
H: 7.143 4.855 -7.068

***

[6]
This record from the OMol25 dataset describes C29H29GeN4O2PdS as an isolated structure. The level of theory is the ωB97M-V functional and the def2-TZVPD basis.

ΔE to the lowest compared entry with this formula, charge and spin ... 0.00 kJ/mol
2S+1 ... 1
Net charge ... +1
E_LUMO (alpha / beta) ... -3.97 / -3.91 eV
Maximum force ... 0.0313 Eh/bohr
E_tot ... -111424.397 eV

Atoms and positions in Å:
Pd: -1.602 2.388 -1.754
C: -1.854 4.701 1.899
C: -2.118 3.758 0.772
N: -1.943 4.006 -0.470
N: -1.497 5.227 -0.897
C: -1.268 5.428 -2.217
N: -1.005 6.690 -2.556
S: -1.265 4.199 -3.359
C: -2.640 2.395 1.077
C: -2.944 2.001 2.361
C: -3.458 0.725 2.561
C: -3.656 -0.096 1.472
C: -3.322 0.382 0.211
N: -2.822 1.595 0.020
H: -1.555 5.698 1.592
H: -1.045 4.284 2.506
H: -2.734 4.803 2.534
H: -1.395 5.977 -0.236
H: -1.087 7.461 -1.916
H: -0.772 6.890 -3.514
H: -2.782 2.661 3.202
H: -3.692 0.384 3.562
H: -4.050 -1.097 1.583
H: -3.454 -0.226 -0.674
O: -0.754 0.942 -2.963
C: 0.379 0.972 -2.330
O: 0.448 1.665 -1.290
C: 1.548 0.182 -2.824
C: 1.420 -1.322 -2.502
Ge: 1.341 -1.934 -0.630
C: 1.271 -0.523 0.710
C: 2.306 0.411 0.800
C: 2.315 1.371 1.802
C: 1.288 1.407 2.741
C: 0.256 0.481 2.669
C: 0.247 -0.476 1.656
C: 2.910 -2.995 -0.209
C: 4.081 -2.904 -0.962
C: 5.224 -3.604 -0.592
C: 5.210 -4.408 0.538
C: 4.054 -4.507 1.304
C: 2.916 -3.802 0.934
C: -0.274 -3.006 -0.521
C: -0.244 -4.397 -0.417
C: -1.422 -5.139 -0.460
C: -2.644 -4.500 -0.616
C: -2.688 -3.115 -0.735
C: -1.512 -2.378 -0.688
H: 2.438 0.620 -2.372
H: 1.609 0.315 -3.906
H: 2.258 -1.850 -2.960
H: 0.516 -1.718 -2.968
H: 3.128 0.384 0.090
H: 3.132 2.081 1.863
H: 1.313 2.136 3.545
H: -0.526 0.483 3.422
H: -0.560 -1.202 1.615
H: 4.113 -2.285 -1.853
H: 6.124 -3.524 -1.188
H: 6.099 -4.957 0.824
H: 4.042 -5.132 2.188
H: 2.026 -3.877 1.553
H: 0.704 -4.912 -0.302
H: -1.383 -6.218 -0.378
H: -3.559 -5.078 -0.660
H: -3.644 -2.623 -0.882
H: -1.549 -1.298 -0.805

***

[7]
This record from the OMol25 dataset describes C29H29N2O3SSbW as an isolated structure. The level of theory is the ωB97M-V functional and the def2-TZVPD basis.

<S²> ... 2.026
ΔE to the lowest compared entry with this formula, charge and spin ... 0.00 kJ/mol
2S+1 ... 3
Net charge ... +2
E_LUMO (alpha / beta) ... -6.43 / -7.02 eV
Maximum force ... 0.0218 Eh/bohr
E_tot ... -58850.393 eV

Atoms and positions in Å:
W: -0.108 0.422 -0.487
O: -0.475 0.159 -2.367
C: -1.169 -0.684 -3.153
C: -1.038 -0.593 -4.532
C: -1.764 -1.447 -5.344
C: -2.630 -2.395 -4.800
C: -2.763 -2.484 -3.434
C: -2.035 -1.634 -2.581
C: -2.222 -1.755 -1.172
N: -1.637 -1.044 -0.252
N: -2.018 -1.373 1.044
C: -1.427 -0.596 1.890
O: -0.620 0.372 1.449
C: -1.596 -0.739 3.336
C: -0.950 0.144 4.203
C: -1.105 0.001 5.571
C: -1.900 -1.018 6.077
C: -2.545 -1.897 5.215
C: -2.397 -1.762 3.847
H: -0.370 0.146 -4.953
H: -1.659 -1.371 -6.418
H: -3.194 -3.050 -5.448
H: -3.436 -3.211 -2.996
H: -2.925 -2.503 -0.817
H: -0.338 0.942 3.804
H: -0.609 0.686 6.245
H: -2.021 -1.127 7.147
H: -3.167 -2.687 5.613
H: -2.898 -2.438 3.168
O: 1.533 1.624 -0.117
S: 2.487 0.804 0.844
C: 4.085 0.976 0.138
C: 5.150 0.759 1.006
C: 6.439 0.865 0.510
C: 6.641 1.211 -0.820
C: 5.563 1.453 -1.666
C: 4.268 1.331 -1.193
C: 1.901 -0.828 0.386
C: 1.847 -1.173 -0.976
C: 1.428 -2.458 -1.328
C: 1.092 -3.365 -0.335
C: 1.171 -3.016 1.014
C: 1.583 -1.752 1.390
H: 4.978 0.521 2.049
H: 7.282 0.696 1.164
H: 7.648 1.309 -1.199
H: 5.736 1.744 -2.693
H: 3.421 1.547 -1.831
H: 2.210 -0.493 -1.740
H: 1.386 -2.740 -2.371
H: 0.778 -4.364 -0.607
H: 0.905 -3.739 1.773
H: 1.625 -1.463 2.432
C: -0.848 4.354 0.317
Sb: -1.788 2.643 -0.499
C: -3.484 2.339 0.731
C: -2.559 3.256 -2.371
H: -1.546 5.189 0.312
H: 0.030 4.611 -0.273
H: -0.545 4.142 1.340
H: -4.101 3.235 0.720
H: -3.156 2.137 1.750
H: -4.064 1.495 0.365
H: -3.210 4.115 -2.225
H: -3.128 2.442 -2.817
H: -1.742 3.529 -3.035